(1)
The following is a DFT calculation (the ωB97M-V functional and the def2-TZVPD basis) of a molecular structure, C22H41Cl16MgO6 at a distorted geometry.

Properties
total charge: -1
Kohn-Sham gap: 6.75 eV
M: 993.1 g/mol
LUMO level: 1.54 eV
electronic energy: -241576.2095 eV

CARTESIAN COORDINATES (ANGSTROEM)
Mg1 -2.192 -2.228 1.088
C1 -3.000 -4.377 -2.275
C2 -2.852 -4.818 -0.834
O1 -2.898 -6.031 -0.571
O2 -2.626 -3.980 0.114
H1 -3.386 -5.161 -2.921
H2 -2.001 -4.196 -2.682
H3 -3.544 -3.433 -2.285
C3 -0.534 0.762 -0.764
C4 -1.114 -0.392 0.031
O3 -1.855 -0.250 1.033
O4 -0.945 -1.593 -0.295
H4 -0.506 1.686 -0.187
H5 -1.163 0.941 -1.636
H6 0.499 0.531 -1.011
C5 1.246 -4.509 2.681
C6 -0.250 -4.322 2.418
O5 -0.880 -5.374 2.296
O6 -0.733 -3.154 2.242
H7 1.433 -5.533 2.994
H8 1.696 -3.756 3.331
H9 1.769 -4.468 1.722
Cl1 1.636 -0.580 5.965
C7 0.760 0.604 4.970
C8 -0.171 -0.027 3.947
Cl2 -1.622 -0.556 4.866
H10 1.538 1.212 4.513
H11 0.208 1.276 5.625
H12 0.288 -0.881 3.451
H13 -0.496 0.711 3.218
Cl3 0.035 3.534 3.653
C9 0.256 4.302 2.079
C10 1.614 4.958 2.050
Cl4 1.832 5.945 0.602
H14 -0.574 4.994 1.934
H15 0.108 3.567 1.287
H16 2.394 4.205 2.178
H17 1.768 5.582 2.930
Cl5 -3.771 3.685 2.579
C11 -3.347 1.961 2.500
C12 -4.536 1.149 2.959
Cl6 -5.901 1.170 1.829
H18 -2.484 1.760 3.128
H19 -3.187 1.645 1.472
H20 -4.831 1.506 3.948
H21 -4.300 0.110 3.193
Cl7 2.540 2.629 -1.468
C13 2.866 2.179 -3.163
C14 4.069 1.226 -3.161
Cl8 4.745 1.200 -4.795
H22 3.002 3.114 -3.697
H23 2.063 1.605 -3.625
H24 3.835 0.212 -2.839
H25 4.837 1.506 -2.441
Cl9 1.102 -5.632 -1.012
C15 1.646 -3.975 -1.047
C16 1.218 -3.232 -2.277
Cl10 1.749 -1.509 -2.332
H26 2.737 -4.004 -0.995
H27 1.346 -3.466 -0.129
H28 0.141 -3.293 -2.418
H29 1.695 -3.782 -3.089
Cl11 2.746 1.178 1.855
C17 2.992 -0.163 0.736
C18 4.185 -1.023 1.140
Cl12 3.868 -1.763 2.700
H30 3.178 0.180 -0.282
H31 2.080 -0.754 0.661
H32 5.116 -0.458 1.180
H33 4.371 -1.899 0.521
Cl13 -2.096 -2.304 -4.732
C19 -1.285 -1.032 -3.745
C20 -2.107 0.243 -3.740
Cl14 -3.743 -0.069 -3.023
H34 -0.303 -0.854 -4.184
H35 -1.063 -1.400 -2.743
H36 -2.160 0.574 -4.776
H37 -1.686 1.051 -3.145
Cl15 -2.203 4.095 -0.820
C21 -0.870 4.853 -1.768
C22 -0.643 4.117 -3.111
Cl16 -2.136 4.105 -4.089
H38 0.008 4.866 -1.123
H39 -1.098 5.910 -1.900
H40 -0.363 3.091 -2.868
H41 0.239 4.500 -3.622



(2)
The following is a DFT calculation (the ωB97M-V functional and the def2-TZVPD basis) of a molecular structure, C28H53B2BeCaCl5F5MgN3O11P at a distorted geometry.

Properties
total charge: +1
Kohn-Sham gap: 1.70 eV
M: 1006.0 g/mol
LUMO level: -7.53 eV
electronic energy: -167972.6216 eV

CARTESIAN COORDINATES (ANGSTROEM)
C1 2.066 0.674 -1.352
C2 1.766 1.341 -2.575
C3 0.966 2.246 -3.723
C4 0.149 1.265 -4.756
C5 -1.444 1.022 -4.318
C6 -1.481 0.357 -2.811
C7 -0.959 -1.188 -2.618
C8 -0.376 -2.281 -3.729
N1 -1.513 -2.465 -4.744
N2 -1.132 -1.337 -1.121
B1 -0.762 -2.620 -0.338
O1 -1.887 -3.302 0.338
O2 0.659 -3.016 -0.296
C9 0.835 -4.475 -0.238
C10 2.311 -4.721 0.511
C11 -1.693 -0.073 -0.436
O3 -1.966 0.133 1.025
C12 -0.689 0.557 1.648
C13 -0.744 2.095 2.271
N3 -1.915 1.016 -1.490
C14 -2.402 2.442 -1.358
C15 -3.944 2.604 -0.825
C16 -4.837 1.230 -0.875
C17 -6.458 1.475 -0.782
C18 -7.335 0.287 -1.530
C19 -7.062 -1.210 -0.886
C20 -7.807 -2.393 -1.799
C21 -7.327 -3.911 -1.363
H1 2.505 0.327 -0.303
H2 0.178 2.995 -3.239
H3 1.741 2.931 -4.309
H4 0.745 0.258 -4.838
H5 0.161 1.807 -5.811
H6 -2.038 0.407 -5.118
H7 -1.920 2.105 -4.281
H8 -0.078 -3.316 -3.221
H9 0.574 -1.850 -4.285
H10 -2.443 -2.492 -4.256
H11 -1.488 -1.721 -5.477
H12 -1.681 -3.309 1.339
H13 0.920 -5.007 -1.279
H14 0.055 -5.045 0.423
H15 2.969 -5.524 -0.035
H16 2.872 -3.685 0.523
H17 2.130 -5.015 1.653
H18 0.133 0.590 0.798
H19 -0.413 -0.215 2.510
H20 0.397 2.436 2.346
H21 -1.321 2.855 1.574
H22 -1.224 2.057 3.349
H23 -1.659 2.979 -0.594
H24 -2.316 3.072 -2.362
H25 -4.438 3.476 -1.468
H26 -3.894 3.028 0.281
H27 -4.536 0.664 -1.879
H28 -4.535 0.572 0.046
H29 -6.760 1.473 0.360
H30 -6.791 2.491 -1.303
H31 -8.500 0.504 -1.448
H32 -7.046 0.192 -2.683
H33 -7.487 -1.315 0.200
H34 -5.903 -1.494 -0.860
H35 -7.568 -2.286 -2.954
H36 -8.984 -2.348 -1.666
H37 -6.281 -4.196 -1.850
H38 -8.119 -4.746 -1.679
H39 -7.183 -4.044 -0.193
F1 3.416 3.401 -2.228
Be1 -7.984 -5.326 0.975
C22 -2.893 1.270 6.178
C23 -1.622 0.694 6.828
O4 -0.694 1.635 6.760
H40 -2.732 1.532 5.125
H41 -3.696 0.524 6.210
H42 -3.254 2.162 6.704
H43 -1.440 -0.260 6.310
H44 -1.941 0.343 7.822
B2 4.316 -6.357 3.403
F2 4.592 -7.175 2.233
F3 4.761 -4.995 3.157
F4 2.887 -6.359 3.669
F5 5.024 -6.898 4.551
Cl1 1.316 -2.925 -5.762
Mg1 0.716 -5.690 2.533
C24 8.198 7.586 -2.608
O5 7.542 6.432 -2.139
P1 6.296 6.422 -0.939
O6 5.299 6.943 -1.981
O7 6.964 7.724 -0.177
C25 8.205 7.587 0.479
O8 5.050 6.413 0.261
C26 4.136 5.339 0.123
H45 8.373 7.469 -3.682
H46 7.637 8.505 -2.432
H47 9.182 7.647 -2.132
H48 8.878 8.354 0.097
H49 8.655 6.604 0.300
H50 8.078 7.750 1.557
H51 4.673 4.386 0.188
H52 3.598 5.400 -0.826
H53 3.409 5.387 0.939
C27 0.406 -7.434 6.472
O9 0.162 -7.497 7.667
O10 1.418 -7.887 5.926
O11 -0.322 -6.905 5.623
C28 8.216 -4.162 3.351
Cl2 7.173 -2.858 3.971
Cl3 8.019 -5.614 4.366
Cl4 7.755 -4.544 1.672
Cl5 9.917 -3.634 3.394
Ca1 -3.484 3.651 -3.781



(3)
The following is a DFT calculation (the ωB97M-V functional and the def2-TZVPD basis) of a gas-phase ion, C10H18N3S (charge +1) at a distorted geometry.

Properties
total charge: +1
SMILES string: [H]/N=C(/C=C)N(/C=C/C)C/[NH+]=C/CSC
Kohn-Sham gap: 7.51 eV
M: 212.3 g/mol
LUMO level: -4.07 eV
electronic energy: -25957.3333 eV
energy relative to the best compared isomer or geometry (same formula, charge and spin): 88.1 kcal per mole

CARTESIAN COORDINATES (ANGSTROEM)
C1 0.510 2.725 0.067
C2 -1.729 3.064 -0.954
C3 2.365 -0.194 0.992
C4 1.639 0.615 0.203
C5 -0.867 3.389 -0.015
C6 3.524 -0.948 0.525
C7 -0.931 -3.928 -1.792
C8 -1.693 -1.084 0.632
C9 -2.502 -1.841 -0.290
C10 -0.440 0.804 1.412
N1 1.549 3.377 -0.162
N2 0.557 1.398 0.589
N3 -1.608 0.183 0.755
S1 -1.103 -2.118 -1.548
H1 -1.235 2.480 -1.743
H2 -2.572 3.635 -1.155
H3 2.162 -0.247 2.117
H4 1.967 0.857 -0.787
H5 4.412 -0.339 0.950
H6 3.477 -1.991 0.971
H7 3.511 -1.214 -0.555
H8 0.086 -4.206 -1.521
H9 -1.087 -4.059 -2.815
H10 -1.646 -4.459 -1.264
H11 -0.845 -1.639 1.108
H12 -1.024 4.226 0.748
H13 -2.649 -2.905 0.196
H14 -3.315 -1.366 -0.827
H15 0.125 0.154 2.093
H16 -0.947 1.673 1.819
H17 -2.147 0.853 0.211
H18 2.457 3.108 0.044



(4)
The following is a DFT calculation (the ωB97M-V functional and the def2-TZVPD basis) of 2 unconnected molecules or ions with the total composition C3H4ClN at a distorted geometry.

Properties
total charge: 0
Kohn-Sham gap (spin up / spin down): 8.61 / 8.61 eV
M: 89.5 g/mol
LUMO level (spin up / spin down): -0.11 / -0.11 eV
electronic energy: -17182.1148 eV
energy relative to the best compared isomer or geometry (same formula, charge and spin): 129.6 kcal per mole

CARTESIAN COORDINATES (ANGSTROEM)
C1 1.105 -1.354 -1.363
C2 0.483 -0.503 -0.791
C3 -0.293 0.468 -0.073
N1 -1.164 0.054 0.942
Cl1 -1.842 1.334 1.862
H1 1.859 -1.731 -1.922
H2 -0.704 1.264 -0.791
H3 1.203 1.234 0.671
H4 -0.648 -0.767 1.466



(5)
The following is a DFT calculation (the ωB97M-V functional and the def2-TZVPD basis) of a gas-phase ion, C3H8N3O (charge +1) at a distorted geometry.

Properties
total charge: +1
Kohn-Sham gap (spin up / spin down): 8.21 / 8.21 eV
M: 102.1 g/mol
LUMO level (spin up / spin down): -4.15 / -4.15 eV
electronic energy: -9748.7648 eV
energy relative to the best compared isomer or geometry (same formula, charge and spin): 85.3 kcal per mole

CARTESIAN COORDINATES (ANGSTROEM)
C1 0.805 0.360 -0.200
C2 -1.359 -0.070 -1.386
C3 1.354 -0.427 1.966
N1 -0.289 0.956 -1.021
N2 -1.134 -1.270 -0.833
N3 0.571 0.234 1.128
O1 -2.173 0.187 -2.181
H1 1.909 0.514 -0.417
H2 2.389 -0.818 1.680
H3 1.129 -0.225 3.053
H4 0.039 1.712 -1.738
H5 -0.807 1.586 -0.377
H6 -0.243 -1.421 -0.332
H7 -1.865 -1.943 -0.807
H8 -0.325 0.625 1.466